[1]
Molecular formula: CH5INP
Method: DFT, ωB97M-V/def2-TZVPD

```
9
CH5INP, DFT ωB97M-V/def2-TZVPD
C 0.96328 -0.99965 -0.30980
N -0.26183 -0.45821 -0.73698
P -0.79551 1.77463 1.26847
I -1.71884 -1.82175 -0.59989
H 1.35964 -1.82395 -0.96674
H 1.86468 -0.26119 -0.59589
H 1.22399 -1.33586 0.76508
H -0.56707 2.58005 0.00536
H -2.06836 2.34593 1.17038
```

Its max |F| is 5.03 eV/Å. The value obtained for the frontier orbital gap (spin up / spin down) is 8.12 / 7.40 eV. Its relative energy (zero: lowest compared OMol25 entry of this formula, charge and spin) is 127.1 kcal per mole. As for the HOMO energy (spin up / spin down): -9.2 / -8.6 eV.



[2]
Molecular formula: C8H9N2O2S2
Method: DFT, ωB97M-V/def2-TZVPD

```
23
C8H9N2O2S2, DFT ωB97M-V/def2-TZVPD
C -2.28739 1.94067 -0.01768
C -3.07336 0.99419 0.57607
C -2.25506 0.19243 1.44785
C -0.91818 0.48883 1.24257
C -0.53689 1.61307 0.50506
C 1.67472 -2.63680 0.86612
C 0.63482 -1.77576 0.74724
C -0.51590 -2.04841 -0.15155
N -1.21156 2.47496 -0.33645
N 2.60680 2.57830 -2.02516
O 2.72815 0.29598 -0.74932
O 0.90707 0.70928 -2.40753
S 0.51605 -0.47354 1.85483
S 1.85180 1.19443 -1.43207
H -4.12730 1.15548 0.74768
H -2.65674 -0.50609 2.21808
H 2.51611 -2.49207 1.61340
H 1.64827 -3.52092 0.24032
H -1.09204 -1.06075 -0.19062
H -0.16458 -2.36837 -1.12200
H -1.24805 -2.77163 0.24990
H 3.27082 3.10317 -1.46233
H 1.73242 2.91357 -2.41442
```

Its max |F| is 2.97 eV/Å. The value obtained for the frontier orbital gap (spin up / spin down) is 4.34 / 6.26 eV. Its relative energy (zero: lowest compared OMol25 entry of this formula, charge and spin) is 80.9 kcal per mole. As for the HOMO energy (spin up / spin down): -11.6 / -11.9 eV. The net charge is +1.



[3]
Molecular formula: C12H16N4OS
Method: DFT, ωB97M-V/def2-TZVPD

```
34
C12H16N4OS, DFT ωB97M-V/def2-TZVPD
C -0.67876 -1.85758 2.16593
H 0.31982 -1.65010 1.79085
H -0.61544 -2.66234 2.89418
H -1.27591 -2.20080 1.32494
C -1.31164 -0.62089 2.79513
C -2.74720 -0.91412 3.22560
H -3.35503 -1.16578 2.35987
H -3.19077 -0.05239 3.72004
H -2.76825 -1.75425 3.91499
C -1.29910 0.56002 1.82381
N 0.04196 1.05918 1.60047
C 0.41817 1.63954 0.45335
O -0.30550 1.78207 -0.51279
C 1.86598 2.11170 0.43295
H 2.00510 2.83015 -0.37456
H 2.17297 2.55148 1.37991
S 2.98684 0.67457 0.15617
C 1.89005 -0.33005 -0.75830
N 1.31551 -1.42427 -0.32936
N 0.50984 -1.89051 -1.26976
C 0.57619 -1.07438 -2.30620
C -0.08698 -1.08286 -3.54524
C 0.17913 -0.08005 -4.42850
C 1.10856 0.93931 -4.10935
C 1.74486 0.94122 -2.91076
N 1.47430 -0.05049 -2.03110
H 2.46854 1.68290 -2.60999
H 1.31059 1.72202 -4.82176
H -0.31747 -0.05030 -5.38564
H -0.78612 -1.87601 -3.74810
H 0.70948 0.93682 2.34606
H -1.91942 1.37479 2.22027
H -1.70542 0.26693 0.85234
H -0.73490 -0.33554 3.68454
```

Its max |F| is 1.20 eV/Å. The value obtained for the frontier orbital gap is 8.96 eV. As for the SMILES: CC(C)CNC(=O)CSc1nnc2ccccn12. Its relative energy (zero: lowest compared OMol25 entry of this formula, charge and spin) is 38.0 kcal per mole. As for the HOMO energy: -8.4 eV.



[4]
Molecular formula: C10H7NO4Pt
Method: DFT, ωB97M-V/def2-TZVPD

```
23
C10H7NO4Pt, DFT ωB97M-V/def2-TZVPD
Pt 0.80151 -1.10135 -2.47931
O 4.54973 1.52780 1.17578
C 4.37352 1.31199 0.05883
C 0.05371 -2.83751 -1.98677
O -0.55941 -3.81255 -1.95357
C 0.58387 0.81118 -3.01187
O 0.09616 1.79512 -3.35899
C 2.53479 -1.31190 -3.14875
O 3.56934 -1.35029 -3.69156
C -2.31302 0.81042 2.87869
C -1.39395 0.50595 1.71717
C -0.53980 -0.59371 1.75478
C 0.20464 -0.95108 0.61199
N -0.01523 -0.28061 -0.53092
C -0.64662 0.86841 -0.51604
C -1.41630 1.26895 0.55599
H -3.00013 -0.02734 3.06298
H -1.76247 0.97464 3.81525
H -2.90764 1.69504 2.66824
H -0.49070 -1.21881 2.64305
H 0.92484 -1.76529 0.63748
H -0.60251 1.54875 -1.35652
H -2.04432 2.13219 0.45408
```

Its max |F| is 8.69 eV/Å. The value obtained for the frontier orbital gap (spin up / spin down) is 8.12 / 5.41 eV. As for the HOMO energy (spin up / spin down): -17.5 / -18.1 eV. The net charge is +2. The spin multiplicity is 3.



[5]
Molecular formula: C5H5NO
Method: DFT, ωB97M-V/def2-TZVPD

```
12
C5H5NO, DFT ωB97M-V/def2-TZVPD
O -1.81890 -0.77029 -0.29353
C -0.43896 -0.68089 -0.06978
C 0.09144 0.27456 -1.15902
C 1.47999 0.56512 -0.96576
N 2.59009 0.86278 -1.09944
C -0.09158 -0.14005 1.23097
C 0.28268 0.49359 2.17788
H -2.24491 -0.91925 0.55318
H 0.03741 -1.66801 -0.17833
H 0.01273 -0.18424 -2.14610
H -0.41818 1.24475 -1.21860
H 0.55590 0.90874 3.10801
```

Its max |F| is 2.66 eV/Å. The value obtained for the frontier orbital gap is 11.33 eV. As for the SMILES: C#C[C@@H](O)CC#N. Its relative energy (zero: lowest compared OMol25 entry of this formula, charge and spin) is 58.4 kcal per mole. As for the HOMO energy: -10.7 eV.



[6]
Molecular formula: C38H46FeN3O4STe
Method: DFT, ωB97M-V/def2-TZVPD

```
94
C38H46FeN3O4STe, DFT ωB97M-V/def2-TZVPD
Fe -1.10153 0.34249 -0.11842
C 2.42379 5.13477 -2.31810
C 3.45948 4.86637 -1.21267
C 3.11155 5.45497 0.15850
C 3.93751 3.41446 -1.19726
C 5.22157 3.24611 -1.72037
C 5.83443 2.01648 -1.88602
C 5.09139 0.89845 -1.54367
C 3.81802 1.00098 -1.00600
C 3.09084 -0.30724 -0.73299
C 1.77457 -0.39321 -1.50056
C 2.88735 -0.59989 0.75679
C 3.20345 2.26478 -0.73483
N 2.07344 2.18626 0.03370
C 0.98895 3.00949 -0.00056
C -1.39170 2.79648 -0.85792
C -1.98978 4.01619 -0.99335
C -3.38593 3.70277 -1.13494
C -3.52822 2.33572 -1.07248
N -2.27909 1.77225 -0.89050
C -4.77133 1.48779 -1.18795
C -5.96138 2.36754 -1.55868
C -5.06677 0.77994 0.14051
C -4.57556 0.42840 -2.28199
H 2.10001 6.17979 -2.30140
H 1.53936 4.50619 -2.25551
H 2.87929 4.93514 -3.29081
H 4.33552 5.43495 -1.53273
H 2.26055 4.99127 0.64722
H 2.88978 6.52218 0.06135
H 3.97051 5.34848 0.82541
H 5.76339 4.13830 -2.01949
H 6.83646 1.93383 -2.28713
H 5.50515 -0.09216 -1.71217
H 3.73756 -1.09574 -1.13114
H 1.08762 0.36337 -1.11486
H 1.34228 -1.39031 -1.41858
H 1.91796 -0.17573 -2.56138
H 2.29121 0.20047 1.20225
H 3.85189 -0.64413 1.27017
H 2.37859 -1.56043 0.90948
H 1.07762 3.99514 -0.45172
H -1.51766 4.98527 -0.98849
H -4.18291 4.42011 -1.26413
H -6.12630 3.13674 -0.80171
H -6.86942 1.76201 -1.63129
H -5.79840 2.86305 -2.51824
H -5.30450 1.51086 0.91648
H -4.20341 0.21321 0.48711
H -5.91609 0.09555 0.03689
H -4.39665 0.90328 -3.24915
H -5.45880 -0.21390 -2.36251
H -3.70765 -0.19686 -2.05826
C 1.47936 -5.02270 4.35781
C 0.77459 -3.74907 3.96856
C -0.59855 -3.73027 3.74164
C -1.24406 -2.56144 3.36282
C -0.51161 -1.39045 3.21513
C 0.85447 -1.38576 3.45587
C 1.48811 -2.56136 3.82608
S -1.33397 0.09864 2.68673
O -2.33567 -0.41837 1.73074
O -1.83099 0.73258 3.87602
N -0.36597 0.91212 1.78460
C 0.35138 2.05334 2.35943
C 0.46534 3.23590 1.41377
O 0.27694 4.35513 1.83454
O -0.10116 2.33028 -0.81381
H 0.85615 -5.89425 4.15658
H 1.72289 -5.02638 5.42260
H 2.41510 -5.13537 3.80870
H -1.17040 -4.64618 3.84454
H -2.30926 -2.55366 3.16900
H 1.42358 -0.47509 3.32199
H 2.56011 -2.55958 3.98853
H 1.38264 1.78799 2.61823
H -0.15614 2.41361 3.25284
C -1.94770 -3.37985 -2.28620
Te -2.06196 -2.22688 -0.48606
C -0.43724 -3.50364 0.06200
C -0.76917 -4.80636 -0.61482
C -0.35088 -6.03572 -0.12349
C -0.67289 -7.20408 -0.80240
C -1.41414 -7.14358 -1.97386
C -1.83466 -5.91599 -2.46875
C -1.51411 -4.74322 -1.79780
H -1.22160 -2.93315 -2.96665
H -2.91692 -3.40132 -2.77895
H -0.34226 -3.57447 1.14348
H 0.47240 -3.07166 -0.34359
H 0.22083 -6.07586 0.79648
H -0.35258 -8.16142 -0.41138
H -1.67558 -8.05383 -2.49849
H -2.42243 -5.87092 -3.37836
```

Its max |F| is 1.03 eV/Å. The value obtained for the frontier orbital gap (spin up / spin down) is 5.64 / 5.60 eV. Its relative energy (zero: lowest compared OMol25 entry of this formula, charge and spin) is 98.6 kcal per mole. As for the HOMO energy (spin up / spin down): -3.8 / -3.7 eV. The net charge is -1. The spin multiplicity is 5.



[7]
Molecular formula: C4H6N2O
Method: DFT, ωB97M-V/def2-TZVPD

```
13
C4H6N2O, DFT ωB97M-V/def2-TZVPD
C 2.18253 -0.26287 0.66864
C 0.92246 0.16904 1.01119
C 0.13435 1.11408 0.28692
N -0.93087 0.92622 -0.42152
C -1.25074 -0.43645 -0.56357
N -2.42748 -0.62260 -1.21572
O -0.55385 -1.36165 -0.15728
H 2.62868 -0.15256 -0.32721
H 1.95802 0.70911 1.54099
H 2.75777 -0.86279 1.37546
H 0.40251 2.15997 0.47170
H -2.80805 -1.55241 -1.26772
H -3.01532 0.17290 -1.40188
```

Its max |F| is 0.35 eV/Å. The value obtained for the frontier orbital gap is 9.24 eV. Its relative energy (zero: lowest compared OMol25 entry of this formula, charge and spin) is 89.2 kcal per mole. As for the HOMO energy: -8.6 eV.



[8]
Molecular formula: C5H6INO2
Method: DFT, ωB97M-V/def2-TZVPD

```
15
C5H6INO2, DFT ωB97M-V/def2-TZVPD
C -1.50910 -0.25431 -0.21178
C -0.80816 -1.37430 -0.25374
C 0.05896 0.92253 -0.40914
C -1.24634 -2.79576 -0.10091
C 1.11949 2.94287 0.01209
N 0.98348 0.07669 -0.47436
O 0.55651 -1.22643 -0.40876
O -0.04029 2.20798 -0.36887
I -3.48506 0.25714 -0.00413
H -1.78886 -2.90403 0.83779
H -1.90852 -3.07678 -0.91790
H -0.37408 -3.44305 -0.09296
H 1.42823 2.65264 1.01970
H 0.82105 3.98882 -0.00604
H 1.94673 2.75992 -0.67658
```

Its max |F| is 6.52 eV/Å. The value obtained for the frontier orbital gap is 9.14 eV. Its relative energy (zero: lowest compared OMol25 entry of this formula, charge and spin) is 94.5 kcal per mole. As for the HOMO energy: -8.7 eV.



[9]
Molecular formula: C9H11N3
Method: DFT, ωB97M-V/def2-TZVPD

```
23
C9H11N3, DFT ωB97M-V/def2-TZVPD
C 3.62621 -0.75855 -0.27073
C 3.13098 -0.35306 1.00403
C 2.78128 -0.93548 -1.32937
C 1.86848 0.12535 1.06061
C 1.50475 -0.55271 -1.19603
C 1.05475 0.12477 -0.02533
C -2.73617 -1.55539 1.87483
C -3.16779 1.25927 -0.30083
C -0.32804 0.67583 -0.00978
N -2.01665 -2.27650 1.34125
N -2.16177 1.28158 -1.31312
N -0.92631 0.71798 -1.10829
H 4.65729 -1.17605 -0.36928
H 3.86828 -0.00274 1.83556
H 3.04455 -1.11330 -2.33659
H 1.69396 0.52079 2.07754
H 0.81646 -0.53231 -1.94661
H -3.59676 -0.93449 2.23738
H -2.39047 0.88975 -2.21071
H -2.55711 1.57937 0.55994
H -3.57536 0.20756 -0.04667
H -3.94195 1.85162 -0.50726
H -0.64861 0.95671 0.97943
```

Its max |F| is 5.65 eV/Å. The value obtained for the frontier orbital gap is 8.74 eV. As for the SMILES: CN/N=C/c1ccccc1.C#N. Its relative energy (zero: lowest compared OMol25 entry of this formula, charge and spin) is 97.9 kcal per mole. As for the HOMO energy: -8.0 eV.



[10]
Molecular formula: C2H7N3O
Method: DFT, ωB97M-V/def2-TZVPD

```
13
C2H7N3O, DFT ωB97M-V/def2-TZVPD
C 0.31394 0.49100 -0.11671
C 0.92446 -0.90728 -0.04176
H -2.40144 -0.70801 -0.84641
H -2.27525 -0.74048 0.86999
H -1.62870 1.52851 0.33146
H 0.78163 2.51161 -0.15625
H 0.56277 -1.55376 -0.85926
H 0.62020 -1.52954 0.89918
H 2.40092 0.29428 0.19089
N -1.73306 -0.66921 -0.00678
N -1.02264 0.50451 -0.18636
N 1.12320 1.52162 0.00899
O 2.33396 -0.74324 -0.08698
```

Its max |F| is 6.68 eV/Å. The value obtained for the frontier orbital gap is 9.67 eV. Its relative energy (zero: lowest compared OMol25 entry of this formula, charge and spin) is 89.5 kcal per mole. As for the HOMO energy: -9.3 eV.



[11]
Molecular formula: C8H8Cl2N2Si
Method: DFT, ωB97M-V/def2-TZVPD

```
21
C8H8Cl2N2Si, DFT ωB97M-V/def2-TZVPD
C -2.84266 1.74679 0.48063
C -2.66616 0.56893 1.33276
C 2.86589 -1.98907 -0.46736
C 1.61437 -2.07636 -1.15351
C -1.54221 2.05463 0.24053
C -1.32409 0.33194 1.51552
C 2.85573 -0.80209 0.17875
C 0.91519 -0.95345 -0.83822
N -0.62691 1.20192 0.77362
N 1.68879 -0.14075 -0.02869
Si 1.11744 1.36069 0.43060
Cl -3.04958 -1.55144 -2.03588
Cl 1.66524 2.78802 -0.92472
H -3.68769 1.91173 -0.06796
H -3.42146 -0.07299 1.41925
H 3.59361 -2.67568 -0.70863
H 1.40134 -2.96202 -1.81999
H -1.17223 2.90404 -0.26621
H -0.95128 -0.52533 2.08011
H 3.63879 -0.36040 0.96227
H -0.07212 -0.75910 -1.10287
```

Its max |F| is 5.15 eV/Å. The value obtained for the frontier orbital gap (spin up / spin down) is 7.48 / 4.00 eV. Its relative energy (zero: lowest compared OMol25 entry of this formula, charge and spin) is 114.8 kcal per mole. As for the HOMO energy (spin up / spin down): -8.7 / -8.1 eV.



[12]
Molecular formula: C35H50BrCl2F4N4OS3SiW
Method: DFT, ωB97M-V/def2-TZVPD

```
102
C35H50BrCl2F4N4OS3SiW, DFT ωB97M-V/def2-TZVPD
W 1.24565 0.57511 1.05587
C -0.62033 1.68373 2.80321
N 0.42606 0.76958 3.21974
C -0.09021 -0.43972 3.88891
C 1.57805 1.33124 3.94577
C 2.77418 0.44690 3.62922
N 2.69606 0.03874 2.21464
C 3.88322 -0.57457 1.72942
C 3.96145 -1.95306 1.59480
F 2.91719 -2.71000 1.94987
C 5.10174 -2.54594 1.08216
F 5.13575 -3.87242 0.95625
C 6.18771 -1.78350 0.70287
C 6.11887 -0.41148 0.85136
F 7.14836 0.35388 0.49389
C 4.98497 0.18903 1.36508
F 4.92647 1.51779 1.49221
H -0.32828 2.72157 2.95798
H -1.57447 1.47536 3.28742
H -0.94612 2.31526 0.93049
H -0.40365 -0.20169 4.90895
H 0.68627 -1.20179 3.91584
H -0.93306 -0.83790 3.33162
H 1.39451 1.37554 5.02317
H 1.75799 2.33728 3.56982
H 2.81086 -0.44499 4.26105
H 3.69682 1.00746 3.79444
H 7.07721 -2.25018 0.30369
S 2.15066 0.13587 -0.98976
C 3.01292 1.59655 -1.50048
C 3.80772 1.58448 -2.63844
C 4.44877 2.74502 -3.04953
C 5.25634 2.72171 -4.23651
N 5.90891 2.68709 -5.18057
C 4.29040 3.92505 -2.30785
C 3.50026 3.92766 -1.16719
C 2.85689 2.76485 -0.76645
S 1.82367 2.76931 0.66693
C 4.93032 5.14291 -2.72128
N 5.42218 6.12510 -3.05521
H 3.92980 0.67374 -3.21114
H 3.38706 4.84078 -0.59733
Cl 0.85039 3.49223 -3.73230
C 0.02346 1.96383 -3.43805
Cl -1.01416 2.04572 -1.99558
H 0.76084 1.18696 -3.26858
H -0.61005 1.74130 -4.28808
C -3.03236 -3.19763 -2.75024
C -1.71700 -2.87400 -2.01504
C -0.70539 -3.98863 -2.31942
C -1.13726 -1.57898 -2.60262
Si -2.07461 -2.74766 -0.14540
Br -0.05603 -1.81594 0.71166
C -3.46084 -1.52813 0.34604
C -3.30975 -0.99900 1.77953
C -4.82047 -2.24225 0.22082
C -3.47862 -0.29162 -0.56330
C -2.07830 -4.40264 0.81007
C -0.70253 -5.08827 0.86912
C -3.06585 -5.36052 0.11333
C -2.53088 -4.21418 2.26576
H -2.81232 -3.34472 -3.81140
H -3.75831 -2.38736 -2.68030
H -3.50621 -4.11150 -2.38910
H -0.50300 -3.98725 -3.39416
H -1.07905 -4.97903 -2.06403
H 0.24584 -3.83033 -1.80724
H -0.96293 -1.74008 -3.67145
H -0.17912 -1.31815 -2.14975
H -1.80411 -0.72687 -2.50271
H -3.25033 -1.78175 2.53286
H -4.18114 -0.37967 2.01424
H -2.42583 -0.36582 1.85532
H -4.93818 -3.04601 0.94658
H -4.98947 -2.65560 -0.77490
H -5.61566 -1.51523 0.40954
H -2.52524 0.23933 -0.53770
H -4.25260 0.39363 -0.20288
H -3.71495 -0.52839 -1.59958
H -0.26356 -5.26998 -0.10790
H -0.82922 -6.05895 1.35695
H 0.01260 -4.51823 1.46262
H -2.72279 -5.65687 -0.87778
H -4.06965 -4.94417 0.01683
H -3.14838 -6.27164 0.71227
H -1.87844 -3.52548 2.80818
H -2.47607 -5.18112 2.77338
H -3.55833 -3.86344 2.35119
O -0.76369 1.43410 1.38083
S -1.54128 4.35273 0.72910
C -0.45467 5.30749 -0.37953
C -1.40128 6.21262 -1.15571
C -2.58769 5.34064 -1.55259
C -3.03927 4.58105 -0.30331
H 0.07807 4.62303 -1.03963
H 0.26175 5.85128 0.23214
H -0.90075 6.63667 -2.02695
H -1.73058 7.03788 -0.52080
H -2.27218 4.63109 -2.31825
H -3.41161 5.92694 -1.95924
H -3.47555 3.61222 -0.54007
H -3.75459 5.15502 0.28233
```

Its max |F| is 0.18 eV/Å. The value obtained for the frontier orbital gap is 7.30 eV. Its relative energy (zero: lowest compared OMol25 entry of this formula, charge and spin) is 0.0 kcal per mole. As for the HOMO energy: -10.7 eV. The net charge is +1.